{"formula": "C6H16N2O", "method": "the ωB97M-V functional and the def2-TZVPD basis", "elements": ["C", "C", "N", "H", "H", "H", "H", "H", "H", "H", "C", "C", "C", "N", "C", "O", "H", "H", "H", "H", "H", "H", "H", "H", "H"], "positions_angstrom": [[1.894, -0.494, 0.726], [3.246, -0.213, 0.083], [0.861, -0.702, -0.282], [1.181, -1.247, -1.075], [0.091, 0.605, -0.857], [1.977, -1.367, 1.387], [1.595, 0.354, 1.350], [3.994, 0.002, 0.847], [3.186, 0.642, -0.592], [3.584, -1.080, -0.488], [-1.480, 1.795, 0.182], [-1.969, 0.547, -1.837], [-0.936, -1.048, 1.498], [-1.073, 0.727, -0.711], [-0.566, -1.131, 0.031], [-1.069, -1.945, -0.732], [-0.716, 1.965, 0.940], [-2.417, 1.532, 0.681], [-1.639, 2.740, -0.354], [-2.981, 0.353, -1.471], [-2.003, 1.434, -2.485], [-1.655, -0.322, -2.406], [-0.493, -1.898, 2.016], [-0.595, -0.129, 1.967], [-2.018, -1.120, 1.581]], "forces_ev_per_a": [[-0.21, -0.22, 0.23], [-0.21, -0.02, 0.03], [-0.42, -0.51, -0.09], [-0.06, -0.23, 0.17], [-3.49, 0.66, 0.01], [0.08, 0.07, 0.06], [0.08, -0.03, 0.02], [-0.03, -0.03, -0.03], [0.00, -0.01, 0.00], [0.02, 0.02, -0.02], [0.14, 0.06, -0.24], [0.31, 0.21, 0.05], [-0.16, 0.29, -0.35], [2.09, 0.23, -0.06], [1.70, -0.76, -0.14], [0.12, 0.41, 0.25], [-0.01, 0.00, 0.03], [-0.02, 0.01, 0.02], [0.00, 0.02, 0.06], [0.02, 0.01, 0.05], [0.01, -0.13, 0.01], [0.02, -0.05, -0.11], [0.04, -0.04, -0.03], [0.02, 0.03, 0.07], [-0.01, 0.00, 0.01]], "nbo_charge": [-0.207, -0.610, -0.736, 0.391, 0.447, 0.175, 0.183, 0.218, 0.209, 0.206, -0.410, -0.417, -0.713, -0.632, 0.731, -0.677, 0.194, 0.189, 0.181, 0.193, 0.177, 0.228, 0.232, 0.210, 0.237], "energy_ev": -11507.8123, "e_homo_ev": -8.476, "e_above_lowest_kj_mol": 216.37, "gap_ev": 9.4, "smiles": "CCNC(C)=O.CNC"}

=====

{"formula": "C6H16N2O2", "method": "the ωB97M-V functional and the def2-TZVPD basis", "elements": ["C", "C", "C", "N", "N", "O", "H", "H", "H", "H", "H", "H", "H", "H", "C", "C", "C", "O", "H", "H", "H", "H", "H", "H", "H", "H"], "positions_angstrom": [[-1.671, -0.148, 0.968], [-1.201, -1.094, 2.080], [-1.940, -0.202, -1.318], [-1.418, -1.257, -1.728], [-1.498, 1.248, 1.359], [-2.381, 0.881, -1.468], [-2.734, -0.395, 0.819], [-1.752, -1.681, -2.580], [0.312, -1.304, -0.911], [-2.026, 1.454, 2.202], [-1.863, 1.851, 0.628], [-0.159, -0.901, 2.325], [-1.813, -0.963, 2.974], [-1.292, -2.127, 1.747], [1.447, 0.348, -0.795], [1.884, 1.262, 0.336], [2.609, -0.196, -1.616], [0.732, -0.754, -0.197], [-0.654, -0.369, 0.248], [0.749, 0.884, -1.454], [3.285, -0.764, -0.978], [2.373, 2.147, -0.068], [1.015, 1.564, 0.919], [2.579, 0.737, 0.991], [2.251, -0.846, -2.416], [3.165, 0.625, -2.068]], "forces_ev_per_a": [[1.87, -0.35, 0.42], [-0.18, 0.26, 0.03], [0.26, 0.49, -3.05], [-0.22, -0.27, 1.26], [-0.12, 0.14, 0.10], [-0.06, -0.63, 1.18], [0.32, -0.13, -0.68], [-0.25, 0.27, -0.10], [0.47, 0.58, 0.60], [0.00, 0.01, -0.04], [0.03, 0.00, 0.06], [0.04, 0.01, 0.06], [0.01, -0.06, 0.13], [-0.01, -0.07, 0.02], [0.00, -0.25, 0.00], [-0.16, -0.18, -0.17], [-0.14, 0.17, 0.07], [0.83, -0.66, -0.76], [-2.93, 0.56, 0.86], [0.08, 0.03, 0.02], [0.00, -0.02, 0.03], [0.04, 0.03, 0.01], [0.00, 0.04, 0.02], [0.07, -0.02, 0.02], [0.00, -0.02, -0.01], [0.05, 0.03, -0.05]], "nbo_charge": [-0.360, -0.605, 0.886, -0.892, -0.859, -0.533, 0.187, 0.417, 0.514, 0.350, 0.367, 0.216, 0.195, 0.211, 0.101, -0.638, -0.625, -0.739, 0.348, 0.163, 0.213, 0.209, 0.248, 0.207, 0.206, 0.212], "energy_ev": -13554.7081, "e_homo_ev": -8.941, "e_above_lowest_kj_mol": 332.20, "gap_ev": 9.7, "smiles": "CC(C)O.N=C=O.CCN"}

=====

{"formula": "C6H16N2O6", "method": "the ωB97M-V functional and the def2-TZVPD basis", "elements": ["C", "N", "O", "O", "H", "H", "H", "C", "N", "O", "O", "H", "H", "H", "C", "O", "C", "C", "O", "C", "H", "H", "H", "H", "H", "H", "H", "H", "H", "H"], "positions_angstrom": [[-17.638, 6.561, 30.414], [-17.960, 7.760, 29.607], [-17.964, 7.814, 28.380], [-18.299, 8.704, 30.285], [-18.458, 5.845, 30.471], [-17.297, 6.816, 31.417], [-16.846, 6.118, 29.810], [-21.596, 3.316, 31.685], [-20.519, 4.077, 31.024], [-19.424, 4.048, 31.599], [-20.811, 4.582, 29.941], [-22.481, 3.345, 31.049], [-21.753, 3.969, 32.544], [-21.204, 2.342, 31.978], [-16.839, 8.247, 23.897], [-18.160, 8.741, 24.155], [-18.551, 8.714, 25.442], [-19.594, 9.776, 25.895], [-20.781, 9.767, 24.982], [-20.718, 10.824, 23.984], [-16.062, 9.009, 23.840], [-16.764, 7.736, 22.937], [-16.436, 7.489, 24.568], [-17.686, 8.841, 26.092], [-18.863, 7.715, 25.749], [-19.221, 10.792, 26.022], [-20.001, 9.340, 26.808], [-20.882, 11.837, 24.350], [-21.432, 10.732, 23.166], [-19.776, 10.715, 23.446]], "forces_ev_per_a": [[1.17, -1.09, -1.19], [-1.43, 1.29, 0.11], [0.55, -1.21, 0.99], [-0.05, 0.69, 0.35], [-0.17, 0.43, -0.27], [-0.15, 0.37, -0.39], [0.11, -0.45, 0.41], [-0.19, 0.93, 0.53], [0.48, -0.99, -1.05], [-1.18, 0.69, -1.17], [1.19, 0.02, 1.35], [0.29, -0.35, 0.08], [-0.39, -0.54, 0.40], [-0.23, 0.19, -0.11], [0.23, -0.28, -0.44], [1.42, 0.02, -2.94], [0.02, 0.41, 2.96], [-1.38, -1.60, -1.90], [0.81, 1.32, 0.07], [0.63, -0.94, -0.19], [-0.29, 0.59, 0.28], [-0.70, 0.20, -0.26], [-0.60, 0.01, 0.71], [0.23, 0.44, 0.35], [-0.70, -0.24, -0.18], [0.10, -0.11, -0.04], [0.16, 0.54, 0.27], [0.32, -0.02, 0.57], [-0.59, -0.75, 0.47], [0.36, 0.44, 0.24]], "nbo_charge": [-0.493, 0.530, -0.394, -0.376, 0.261, 0.238, 0.224, -0.481, 0.528, -0.395, -0.357, 0.239, 0.236, 0.243, -0.259, -0.537, -0.073, -0.081, -0.558, -0.266, 0.172, 0.187, 0.175, 0.167, 0.161, 0.177, 0.202, 0.163, 0.187, 0.181], "energy_ev": -21738.5568, "e_homo_ev": -9.048, "gap_ev": 8.6, "smiles": "C[N+](=O)[O-].C[N+](=O)[O-].COCCOC"}

=====

{"formula": "C6H16N2PS", "method": "the ωB97M-V functional and the def2-TZVPD basis", "elements": ["C", "C", "C", "C", "C", "C", "N", "N", "P", "S", "H", "H", "H", "H", "H", "H", "H", "H", "H", "H", "H", "H", "H", "H", "H", "H"], "positions_angstrom": [[2.694, -0.551, 0.501], [2.096, 0.784, 0.236], [1.719, -0.993, -0.487], [-3.773, 0.638, 1.241], [-2.879, -1.532, 0.566], [1.286, 0.975, -2.108], [-2.806, -0.082, 0.433], [1.238, 0.379, -0.759], [-1.227, 2.479, 0.122], [-1.469, 0.528, -0.311], [3.750, -0.490, 0.128], [2.643, -0.978, 1.547], [1.367, 1.348, 1.042], [2.776, 1.607, -0.062], [2.109, -1.482, -1.363], [-4.665, 0.557, 0.691], [-3.862, 0.057, 2.193], [-3.507, 1.658, 1.417], [-2.430, -1.910, -0.311], [-2.264, -1.739, 1.510], [-4.015, -1.723, 0.781], [1.273, 2.086, -2.106], [2.301, 0.767, -2.522], [0.445, 0.768, -2.723], [0.001, 2.148, -0.377], [0.835, -1.492, -0.020]], "forces_ev_per_a": [[2.46, 0.27, 2.27], [-0.48, 6.17, 3.70], [-2.94, -1.92, -1.59], [1.06, -1.28, 0.97], [-1.22, 0.94, 2.72], [2.28, 0.84, 0.99], [1.06, 1.36, -0.75], [-1.87, -0.81, -2.92], [-1.16, -0.89, 0.39], [-0.79, 0.15, 1.15], [-0.89, -0.63, 0.51], [0.14, 0.51, -1.33], [1.96, -1.24, -0.69], [0.03, -0.42, 0.20], [-0.13, -0.60, -0.30], [-1.56, 0.26, -0.39], [-0.07, 0.81, -0.54], [0.18, 0.58, 0.15], [0.04, -1.29, -0.79], [-0.97, -0.47, -1.27], [2.34, -0.39, -0.84], [0.04, -0.42, 0.73], [-0.88, -0.24, -0.51], [-0.47, -1.04, -0.61], [0.97, 0.25, -0.64], [0.87, -0.51, -0.58]], "nbo_charge": [-0.452, -0.186, -0.198, -0.424, -0.414, -0.438, -0.551, -0.468, 0.312, 0.612, 0.231, 0.236, 0.149, 0.202, 0.212, 0.232, 0.227, 0.225, 0.226, 0.216, 0.241, 0.210, 0.207, 0.215, -0.007, 0.186], "energy_ev": -29574.5382, "e_homo_ev": [-11.915, -11.915], "charge": 1, "e_above_lowest_kj_mol": 461.35, "gap_ev": [6.1, 6.1]}